Formula: C5H8N2
Source: the Open Molecules 2025 dataset
Level of theory: the ωB97M-V functional and the def2-TZVPD basis

- Net charge: 0
- Maximum force: 0.669 eV/A
- SMILES: CC1=NC1.C=C=N
- Gap between HOMO and LUMO: 10.15 eV
- Energy above the lowest of the compared OMol25 structures with the same formula, charge and spin: 322.8 kJ/mol
- Calculated total energy: -8291.6511 eV

XYZ file:
```
15
Properties=species:S:1:pos:R:3:lowdin_charge:R:1
C 1.1480 -1.0463 1.2003 -0.029
C 0.2898 -1.2392 0.0138 -0.389
N -0.9154 -1.3184 -0.3274 0.142
C 0.1388 -1.4299 -1.4142 -0.117
H 1.7848 -1.9254 1.3437 0.083
H 0.5359 -0.8881 2.0919 0.085
H 1.7905 -0.1739 1.0456 0.070
H 0.2256 -0.5872 -2.1023 0.073
H 0.2733 -2.4126 -1.8665 0.076
C -1.7951 1.6761 0.2889 -0.004
C -0.5238 1.8864 0.0624 -0.282
N 0.6926 2.0416 -0.0635 0.128
H -2.4544 2.4972 0.5430 0.054
H -2.1773 0.6635 0.2007 0.036
H 0.9866 2.2561 -1.0165 0.075
```